Density functional theory data (ωB97M-V with the def2-TZVPD basis set) for a molecular structure, C60H55BIrN8O3PS in a non-equilibrium geometry.

```
! wB97M-V def2-TZVPD RIJCOSX def2/J DEFGRID3
* xyz 1 2
Ir 0.3645 -0.7544 0.3990
C 1.7770 2.6360 -3.9772
N 1.9888 1.6467 -2.9296
C 1.0857 1.2228 -1.9996
N 1.6008 0.2871 -1.2281
C 2.8844 0.0727 -1.6773
C 3.1318 0.9239 -2.7377
C 4.3145 1.0234 -3.6114
C 4.7911 -0.1236 -4.2436
C 5.9153 -0.0586 -5.0506
C 6.5748 1.1501 -5.2316
C 6.1052 2.2958 -4.6055
C 4.9785 2.2331 -3.7989
C 3.8519 -0.9096 -1.1498
C 3.4602 -2.2061 -0.8387
C 4.3902 -3.1295 -0.3841
C 5.7249 -2.7724 -0.2617
C 6.1283 -1.4840 -0.5927
C 5.1962 -0.5553 -1.0258
P -0.5577 1.9192 -1.9323
C -0.7723 2.7723 -0.3172
N -0.6502 2.3858 0.9677
C -1.2444 3.3422 1.7884
C -1.6612 4.3549 0.9767
N -1.3517 3.9836 -0.3210
C -1.7897 4.7262 -1.5087
C -2.2638 5.6519 1.3354
C -3.3947 5.7021 2.1455
C -3.9200 6.9267 2.5271
C -3.3208 8.1059 2.1069
C -2.1891 8.0608 1.3041
C -1.6606 6.8381 0.9212
C -1.5628 3.1722 3.2179
C -2.3423 2.0847 3.6040
C -2.6756 1.9131 4.9365
C -2.2389 2.8299 5.8855
C -1.4900 3.9306 5.4936
C -1.1578 4.1078 4.1596
C -1.5546 0.4513 -1.6275
N -1.6192 -0.2608 -0.5185
C -2.6491 -1.1607 -0.6619
C -3.1998 -0.9882 -1.9158
N -2.5113 0.0490 -2.4991
C -2.7538 0.5438 -3.8475
C -4.2608 -1.6797 -2.6764
C -3.9912 -2.9089 -3.2743
C -4.9705 -3.5493 -4.0177
C -6.2206 -2.9641 -4.1727
C -6.4880 -1.7326 -3.5915
C -5.5084 -1.0888 -2.8490
C -3.0676 -2.0550 0.4389
C -2.4635 -1.9483 1.6905
C -2.8797 -2.7455 2.7446
C -3.9014 -3.6667 2.5725
C -4.5106 -3.7807 1.3325
C -4.1023 -2.9803 0.2785
H 0.7656 2.5524 -4.3661
H 2.4843 2.4473 -4.7792
H 1.9319 3.6468 -3.6001
H 4.2760 -1.0644 -4.0957
H 6.2774 -0.9534 -5.5388
H 7.4556 1.1983 -5.8578
H 6.6215 3.2373 -4.7373
H 4.6279 3.1255 -3.2935
H 2.4292 -2.4937 -0.9776
H 4.0682 -4.1337 -0.1401
H 6.4518 -3.4947 0.0873
H 7.1695 -1.2006 -0.5086
H 5.5154 0.4489 -1.2764
H -2.4114 5.5506 -1.1785
H -2.3668 4.0781 -2.1614
H -0.9337 5.1128 -2.0572
H -3.8614 4.7834 2.4768
H -4.7999 6.9588 3.1553
H -3.7342 9.0597 2.4058
H -1.7118 8.9776 0.9854
H -0.7590 6.8073 0.3204
H -2.6728 1.3672 2.8610
H -3.2746 1.0628 5.2353
H -2.4896 2.6888 6.9285
H -1.1529 4.6477 6.2302
H -0.5687 4.9618 3.8496
H -2.9423 -0.2996 -4.5068
H -1.8792 1.0827 -4.1993
H -3.6175 1.2072 -3.8686
H -3.0152 -3.3619 -3.1441
H -4.7567 -4.5048 -4.4776
H -6.9863 -3.4687 -4.7467
H -7.4595 -1.2729 -3.7150
H -5.7194 -0.1324 -2.3850
H -1.6579 -1.2360 1.8366
H -2.4083 -2.6484 3.7142
H -4.2199 -4.2889 3.3984
H -5.3115 -4.4927 1.1827
H -4.5977 -3.0855 -0.6714
C 0.2288 -2.7570 3.6131
N 1.3698 -1.9405 3.9895
C 1.2360 -1.2714 5.2741
C 2.1379 -1.4175 2.9910
O 1.8231 -1.5636 1.7918
N 3.2926 -0.8120 3.3602
C 4.0985 -1.2603 4.4806
C 3.9502 0.0775 2.4277
H 0.1518 -3.6172 4.2808
H 0.3314 -3.1046 2.5886
H -0.6886 -2.1648 3.6966
H 0.2056 -0.9248 5.3903
H 1.8831 -0.4013 5.3219
H 1.4719 -1.9432 6.1020
H 3.6551 -2.1397 4.9385
H 4.2111 -0.4809 5.2387
H 5.0945 -1.5260 4.1179
H 3.2587 0.3434 1.6346
H 4.8282 -0.3952 1.9879
H 4.2585 0.9849 2.9529
O 0.2981 -3.0481 -1.7841
B 0.1391 -2.6540 -0.4311
O 0.0487 -3.8396 0.3516
C 0.2387 -4.8928 -0.4996
C 0.3300 -6.2341 -0.2060
C 0.5978 -7.0957 -1.2713
C 0.7568 -6.6156 -2.5660
C 0.6515 -5.2533 -2.8513
C 0.3915 -4.4163 -1.7914
H 0.2106 -6.5949 0.8065
H 0.6924 -8.1568 -1.0835
H 0.9804 -7.3077 -3.3668
H 0.7819 -4.8688 -3.8541
S 0.7960 1.3437 2.8659
C 0.1543 1.2371 1.3664
*
```

For the energy relative to the best compared isomer or geometry (same formula, charge and spin), the calculation gives 0.0 kcal per mole. For the HOMO-LUMO gap (alpha / beta), the calculation gives 6.17 / 6.08 eV. As for the LUMO energy (alpha / beta): -0.0981 / -0.0993 Eh. The value obtained for the total energy is -3851.810028 hartree. The HOMO energy (alpha / beta) is -8.841 / -8.787 eV.



Density functional theory data (ωB97M-V with the def2-TZVPD basis set) for 4 unconnected molecules or ions with the total composition C60H59B2ClFNO12S in a non-equilibrium geometry.

```
! wB97M-V def2-TZVPD RIJCOSX def2/J DEFGRID3
* xyz 0 1
C -3.5171 -4.5828 4.1907
C -3.5256 -4.9363 2.8092
N -4.0432 -5.1362 1.3731
Cl -3.9007 -6.8337 1.1048
C -3.1520 -4.3304 0.4019
B -2.4671 -5.3639 -0.6615
O -1.0932 -5.8667 -0.2985
O -3.0316 -5.9142 -1.9038
C -3.8700 -3.0036 -0.2162
O -4.7816 -2.5029 0.8689
C -4.9677 -3.4188 -1.4202
C -6.1625 -4.4033 -0.9325
C -7.5783 -3.8750 -1.6411
C -8.1869 -2.7501 -0.5723
C -9.6736 -3.1982 -0.0323
O -10.6434 -2.2499 -0.6357
C -11.9767 -2.6649 -0.1771
C -13.0378 -1.4010 -0.3945
O -3.0636 -2.0172 -0.8630
C -1.9159 -1.4500 -0.2177
C -2.0821 -0.8141 1.2760
C -1.3814 -1.6167 2.5075
F -2.3089 -1.6958 3.6980
C -0.4858 -2.2959 -0.4330
S -0.3627 -2.7306 -2.2628
C 1.4548 -3.0083 -2.6210
C 2.2103 -3.9342 -1.4765
B -1.6394 -0.0871 -1.1825
C -0.1959 0.6515 -1.3760
O -2.8139 0.5366 -1.8892
H -3.6440 -4.2400 5.3271
H -2.2849 -3.9327 1.1203
H -1.2002 -6.0495 0.7000
H -2.2907 -6.3308 -2.4534
H -4.2931 -2.4758 1.7435
H -5.4723 -2.3756 -1.7079
H -4.4096 -3.7609 -2.4126
H -5.9598 -5.4673 -1.4338
H -6.3271 -4.4984 0.2205
H -7.3331 -3.2999 -2.6435
H -8.3257 -4.7594 -1.8375
H -7.4826 -2.6568 0.3706
H -8.2232 -1.6921 -1.0704
H -9.8849 -4.3289 -0.3381
H -9.7504 -3.1020 1.1443
H -12.3505 -3.5241 -0.8880
H -11.9725 -3.0506 0.9277
H -13.8858 -1.3754 0.4384
H -13.5129 -1.4450 -1.4801
H -12.4300 -0.3878 -0.3059
H -1.5792 0.2715 1.2836
H -3.2069 -0.5911 1.6015
H -0.9492 -2.6721 2.2743
H -0.4590 -0.9704 2.9058
H -0.4532 -3.3060 0.1518
H 0.4534 -1.6785 -0.0289
H 1.9961 -1.9609 -2.6942
H 1.5170 -3.5760 -3.6576
H 1.8834 -5.0628 -1.5712
H 3.3643 -3.8751 -1.6619
H 1.9815 -3.5945 -0.3740
H -0.3565 1.7576 -1.7819
H 0.5200 0.1070 -2.1605
H 0.3896 0.7666 -0.3614
H -3.2961 1.0020 -1.1172
O 1.3226 8.2315 -5.8141
C 1.4155 7.2566 -5.0785
C 2.4647 7.1999 -4.0402
C 3.3447 8.2787 -3.8839
C 4.3128 8.2497 -2.8791
C 4.4044 7.1480 -2.0289
C 3.5400 6.0646 -2.1943
C 2.5723 6.0879 -3.2059
C 1.6741 4.9298 -3.3848
O 1.8046 3.9303 -2.6875
C 0.6131 4.9945 -4.4092
C -0.2677 3.9156 -4.5629
C -1.2948 3.9814 -5.5055
C -1.4458 5.1212 -6.2948
C -0.5602 6.1917 -6.1532
C 0.4752 6.1260 -5.2117
H 3.2755 9.1444 -4.5403
H 4.9924 9.0902 -2.7562
H 5.1506 7.1309 -1.2377
H 3.6208 5.2057 -1.5301
H -0.1590 3.0245 -3.9468
H -1.9801 3.1444 -5.6206
H -2.2522 5.1764 -7.0228
H -0.6831 7.0766 -6.7755
O 12.2855 12.1419 -0.2926
C 11.2015 11.7039 -0.6579
C 10.2555 11.1343 0.3233
C 10.5939 11.1152 1.6826
C 9.6890 10.6154 2.6202
C 8.4468 10.1359 2.2054
C 8.1148 10.1378 0.8497
C 9.0234 10.6322 -0.0939
C 8.6707 10.6137 -1.5275
O 7.6112 10.1224 -1.8991
C 9.6075 11.2008 -2.5059
C 9.2666 11.2211 -3.8648
C 10.1306 11.8042 -4.7929
C 11.3336 12.3677 -4.3684
C 11.6818 12.3357 -3.0163
C 10.8189 11.7459 -2.0833
H 11.5595 11.4930 2.0143
H 9.9515 10.6055 3.6758
H 7.7365 9.7581 2.9375
H 7.1452 9.7571 0.5328
H 8.3269 10.7875 -4.2030
H 9.8625 11.8226 -5.8470
H 12.0027 12.8308 -5.0905
H 12.6243 12.7750 -2.6937
O -1.2224 -7.4107 6.9349
C -0.7995 -8.4590 6.4633
C -1.1675 -8.8646 5.0914
C -1.9889 -8.0329 4.3192
C -2.3083 -8.3899 3.0084
C -1.8093 -9.5737 2.4654
C -1.0053 -10.4123 3.2391
C -0.6889 -10.0601 4.5568
C 0.1475 -10.9620 5.3735
O 0.5226 -12.0380 4.9221
C 0.5317 -10.5476 6.7373
C 1.3549 -11.3795 7.5077
C 1.7509 -10.9808 8.7852
C 1.3280 -9.7539 9.2959
C 0.4957 -8.9298 8.5353
C 0.0921 -9.3301 7.2548
H -2.3774 -7.1047 4.7344
H -2.9424 -7.7408 2.4085
H -2.0479 -9.8457 1.4396
H -0.6236 -11.3374 2.8103
H 1.6930 -12.3365 7.1138
H 2.3934 -11.6262 9.3803
H 1.6445 -9.4388 10.2878
H 0.1674 -7.9749 8.9426
*
```

For the HOMO-LUMO gap, the calculation gives 7.67 eV. As for the LUMO energy: -0.0448 Eh. The value obtained for the total energy is -4286.988007 hartree. As for the SMILES: C#CN(Cl)[C@@H](B(O)O)[C@](O)(CCCCCOCC)O[C@@](CCF)(CSCC)B(C)O.O=C1c2ccccc2C(=O)c2ccccc21.O=C1c2ccccc2C(=O)c2ccccc21.O=C1c2ccccc2C(=O)c2ccccc21. The HOMO energy is -8.895 eV.



Density functional theory data (ωB97M-V with the def2-TZVPD basis set) for a molecular structure, C60H59ClN7O5S2Ti.

```
! wB97M-V def2-TZVPD RIJCOSX def2/J DEFGRID3
* xyz -1 3
Ti -1.0053 -0.1114 1.2732
Cl -7.7551 -1.3796 3.3602
C -6.0189 -1.2804 3.1346
C -5.2461 -2.4113 3.3641
C -3.8720 -2.3225 3.1667
C -3.2734 -1.1462 2.7424
O -1.9553 -1.1079 2.5424
C -4.0634 0.0277 2.5526
C -3.4983 1.2816 2.2202
N -2.1883 1.4978 1.9428
C -1.7017 2.7696 1.8658
C -2.3025 3.9291 2.3353
C -1.6744 5.1757 2.1598
C -0.4595 5.2930 1.5423
C 0.1960 4.1273 1.0705
C 1.4524 4.1349 0.4263
C 1.9987 2.9625 0.0017
C 1.3073 1.7601 0.2164
N 0.1395 1.7094 0.8178
C -0.4261 2.8798 1.2368
C -5.4589 -0.0880 2.7420
H -5.7114 -3.3345 3.6796
H -3.2340 -3.1861 3.3126
H -4.1862 2.1184 2.1280
H -3.2498 3.8800 2.8545
H -2.1732 6.0636 2.5307
H 0.0111 6.2589 1.4084
H 1.9555 5.0806 0.2599
H 2.9393 2.9301 -0.5295
H 1.7114 0.8340 -0.1529
H -6.0909 0.7773 2.5851
C 4.1443 1.8257 7.6526
O 3.5446 1.2785 6.4977
C 3.9846 0.0560 6.0769
C 4.9871 -0.6747 6.6886
C 5.3439 -1.9231 6.1834
C 4.6797 -2.4362 5.0858
C 3.6605 -1.7101 4.4780
C 3.3184 -0.4499 4.9486
N 2.3134 0.3543 4.3955
C 1.6041 0.0841 3.2367
N 2.3594 -0.2607 2.1677
C 1.9670 -1.2293 1.2066
C 0.6355 -1.4464 0.8881
C 0.3676 -2.5471 0.0591
C 1.3750 -3.3329 -0.4669
C 2.7080 -3.0299 -0.2064
C 3.0041 -1.9743 0.6339
O 4.2804 -1.5912 0.9804
C 5.3214 -2.0229 0.1264
N 0.3229 0.2281 3.1760
C -0.3805 0.2430 4.4097
C -1.0550 1.3612 4.8609
C -1.8355 1.3010 6.0125
C -1.9447 0.1121 6.7073
C -1.2608 -1.0216 6.2740
C -0.4724 -0.9560 5.1372
O 0.2537 -1.9951 4.6476
C -0.1244 -3.2961 5.0447
H 3.6588 2.7830 7.8212
H 5.2160 1.9842 7.5066
H 3.9898 1.1831 8.5236
H 5.4982 -0.2826 7.5563
H 6.1338 -2.4864 6.6622
H 4.9372 -3.4120 4.6959
H 3.1226 -2.1358 3.6423
H 1.8479 0.9639 5.0511
H 3.3569 -0.1764 2.2910
H -0.6595 -2.7665 -0.2073
H 1.1404 -4.1605 -1.1255
H 3.4968 -3.6093 -0.6655
H 6.2092 -1.4667 0.4184
H 5.0798 -1.8128 -0.9183
H 5.5169 -3.0927 0.2429
H -0.9892 2.2751 4.2846
H -2.3718 2.1804 6.3448
H -2.5678 0.0506 7.5906
H -1.3559 -1.9498 6.8204
H -1.2003 -3.4423 4.9199
H 0.1522 -3.4974 6.0843
H 0.4122 -3.9807 4.3921
S -0.3128 2.5546 -2.6077
C 0.1379 1.6608 -3.9873
N -0.1968 2.1486 -5.2489
C 0.2997 1.4958 -6.4350
C 0.2315 0.0035 -6.2555
N 0.9796 -0.3605 -5.0783
C 1.2886 -1.7751 -5.0063
C 2.5245 -2.1116 -5.8012
C 3.7295 -1.4954 -5.4644
C 4.8873 -1.7872 -6.1658
C 4.8590 -2.6966 -7.2195
C 3.6648 -3.3088 -7.5636
C 2.5034 -3.0146 -6.8557
C 0.8224 0.4044 -3.9060
S 1.4324 -0.1968 -2.4390
C -1.0998 3.2571 -5.4505
C -2.4626 2.7978 -5.9167
C -3.1235 1.7978 -5.2022
C -4.3792 1.3665 -5.5965
C -4.9951 1.9245 -6.7126
C -4.3450 2.9179 -7.4274
C -3.0842 3.3501 -7.0289
H 1.3388 1.7877 -6.6414
H -0.3152 1.7963 -7.2855
H 0.6692 -0.5054 -7.1189
H -0.8243 -0.3044 -6.1740
H 0.4343 -2.3669 -5.3629
H 1.4529 -2.0140 -3.9545
H 3.7314 -0.7845 -4.6448
H 5.8186 -1.3050 -5.8943
H 5.7645 -2.9209 -7.7697
H 3.6324 -4.0127 -8.3864
H 1.5678 -3.4929 -7.1256
H -0.6691 3.9605 -6.1721
H -1.1930 3.7668 -4.4908
H -2.6412 1.3735 -4.3276
H -4.8844 0.5941 -5.0291
H -5.9759 1.5840 -7.0205
H -4.8147 3.3553 -8.3002
H -2.5742 4.1247 -7.5921
C -2.0572 -1.0089 -2.4529
C -2.8943 -0.7017 -1.2204
C -3.7549 0.5358 -1.4484
C -3.7481 -1.8976 -0.8062
O -2.0141 -0.4057 -0.1467
H -1.3536 -1.8165 -2.2463
H -1.4822 -0.1249 -2.7307
H -2.7055 -1.3033 -3.2835
H -4.4216 0.3857 -2.3011
H -3.1083 1.3912 -1.6572
H -4.3568 0.7415 -0.5608
H -3.1237 -2.7868 -0.6944
H -4.5091 -2.1017 -1.5618
H -4.2435 -1.6940 0.1448
*
```

For the energy relative to the best compared isomer or geometry (same formula, charge and spin), the calculation gives 0.0 kcal per mole. For the HOMO-LUMO gap (alpha / beta), the calculation gives 4.85 / 6.06 eV. As for the LUMO energy (alpha / beta): 0.0748 / 0.0747 Eh. The value obtained for the total energy is -5187.518567 hartree. The HOMO energy (alpha / beta) is -2.819 / -4.022 eV.